Formula: C8H12N3O
Source: the Open Molecules 2025 dataset
Level of theory: wB97M-V/def2-TZVPD

```
24
Properties=species:S:1:pos:R:3:forces:R:3
C 0.917580 -1.787856 2.620612 -1.365 1.435 2.924
C 1.443535 -2.745501 0.787585 3.282 -2.657 -1.492
C 0.432091 -2.054672 1.340001 -1.424 1.053 -0.181
C -0.672866 -1.388213 0.731696 -0.291 2.056 -0.862
C -0.240889 2.506041 0.292128 -0.561 0.521 0.354
C 0.364766 1.412495 -1.927898 -0.574 2.208 -1.503
C -1.981397 1.899554 -1.342885 -2.675 0.222 2.944
C -0.751169 1.783419 -0.955073 3.124 2.018 -0.469
N 2.121935 -2.335271 2.817104 -1.328 0.244 0.723
N 2.415700 -2.988093 1.704580 0.711 -0.082 -1.760
N -0.970125 -1.010708 -0.475307 -1.170 -0.375 1.882
O -0.332718 -1.611789 -1.504809 2.135 -2.986 0.252
H 0.339576 -1.191433 3.454097 1.367 -1.193 -1.695
H 1.673854 -3.103320 -0.250825 -0.559 0.224 1.072
H -1.238029 -0.758397 1.394984 -0.456 -0.019 0.540
H -0.802895 2.024796 1.125745 0.276 1.048 -0.102
H 0.828341 2.266894 0.483951 -0.703 0.402 -0.188
H -0.403511 3.694327 0.181221 0.353 -2.824 0.547
H 0.326703 0.376320 -2.205702 0.156 -0.354 -0.239
H 1.353812 1.708553 -1.549134 -0.319 -0.420 0.008
H 0.201271 2.114330 -2.866274 0.386 -1.637 1.502
H -2.796824 2.112972 -0.598861 0.988 0.363 -0.502
H -2.410970 1.476441 -2.167672 -0.461 -1.029 -2.478
H 0.182229 -2.400890 -1.089264 -0.891 1.781 -1.273
```
Positions in Å, forces in eV/Å.

The total energy is -551.42380 Eh. As for the charge: -1. As for the max |F|: 4.5 eV Å⁻¹. For the LUMO energy, the calculation gives 3.4 eV. The energy relative to the best compared isomer or geometry (same formula, charge and spin) comes out at 60.23 kJ/mol.

Partial atomic charges computed with the Mulliken method, in multiples of e: C -0.647; C -0.484; C 1.018; C -0.269; C -1.195; C -1.228; C -0.936; C 0.976; N -0.524; N -0.581; N -0.403; O -0.380; H 0.269; H 0.319; H 0.385; H 0.303; H 0.347; H 0.244; H 0.352; H 0.306; H 0.261; H 0.213; H 0.375; H 0.279

Formula: C8H8NO
Source: the Open Molecules 2025 dataset
Level of theory: wB97M-V/def2-TZVPD

```
18
Properties=species:S:1:pos:R:3:forces:R:3
C 2.261995 0.104181 -1.742699 -2.240 0.526 1.707
C 1.985470 0.152905 -0.425094 -3.135 -0.214 -2.789
C 0.612534 0.003001 0.125873 -0.811 -0.828 0.432
C 0.446156 -0.874661 1.254963 1.618 0.732 0.134
C -0.759957 -1.252400 1.894683 0.497 3.003 -3.826
C -1.978933 -0.699164 1.401370 2.676 -0.680 0.281
C -1.844387 0.162242 0.342767 -2.335 0.354 0.063
C -0.633266 0.534101 -0.380969 -2.165 -1.829 3.135
N -0.828003 1.486263 -1.305432 1.732 0.452 -0.010
O -1.799490 2.185677 -1.465765 0.822 -0.596 -0.509
H 3.254881 -0.054688 -1.960551 1.986 -0.073 -1.096
H 1.499900 0.151855 -2.512878 0.225 -0.152 -0.125
H 2.771905 -0.033769 0.183431 2.129 -0.281 2.276
H 1.463625 -1.131408 1.653284 -1.391 -0.348 -0.085
H -0.840331 -1.866377 2.695321 0.460 -1.927 2.379
H -2.847609 -1.023919 1.966266 -0.418 0.638 -0.726
H -2.845667 0.578552 0.097476 1.168 0.139 -0.631
H 0.081178 1.577610 -1.822047 -0.818 1.084 -0.609
```
Positions in Å, forces in eV/Å.

The total energy is -439.22040 Eh. As for the charge: +1. As for the max |F|: 4.9 eV Å⁻¹. For the LUMO energy, the calculation gives -7.0 eV. The energy relative to the best compared isomer or geometry (same formula, charge and spin) comes out at 218.39 kJ/mol.

Partial atomic charges computed with the Mulliken method, in multiples of e: C -0.813; C -0.615; C 1.113; C -0.593; C -0.512; C -0.697; C -0.245; C 0.511; N 0.440; O -0.356; H 0.292; H 0.271; H 0.438; H 0.270; H 0.514; H 0.400; H 0.326; H 0.258

- Among the records above, which one has the highest total energy?
  C8H8NO

- total energy of number 1 (C8H12N3O)?
  -551.42380 Eh

- Which of these has the lowest total energy?
  C8H12N3O